1.
{
  "formula": "C26H47Br15O21",
  "method": "ωB97M-V with the def2-TZVPD basis set",
  "orbital_gap_ha": 0.3684,
  "e_homo_ev": -9.95,
  "energy_ev": -1121356.637,
  "elements": ["C", "O", "C", "O", "O", "C", "H", "H", "H", "H", "H", "H", "C", "O", "C", "O", "O", "C", "H", "H", "H", "H", "H", "H", "C", "O", "C", "O", "O", "C", "H", "H", "H", "H", "H", "H", "C", "O", "C", "O", "O", "C", "H", "H", "H", "H", "H", "H", "C", "O", "C", "O", "O", "C", "H", "H", "H", "H", "H", "H", "C", "O", "C", "O", "O", "C", "H", "H", "H", "H", "H", "H", "C", "O", "C", "O", "O", "C", "H", "H", "H", "H", "H", "H", "C", "Br", "Br", "Br", "H", "C", "Br", "Br", "Br", "H", "C", "Br", "Br", "Br", "H", "C", "Br", "Br", "Br", "H", "C", "Br", "Br", "Br", "H"],
  "positions_angstrom": [[-5.278, -1.020, -3.530], [-3.893, -0.622, -3.446], [-3.553, 0.499, -4.049], [-2.428, 0.841, -4.145], [-4.549, 1.181, -4.575], [-4.278, 2.555, -4.995], [-5.397, -1.517, -4.475], [-6.005, -0.207, -3.426], [-5.475, -1.694, -2.722], [-3.511, 2.664, -5.765], [-3.995, 3.193, -4.181], [-5.170, 2.984, -5.412], [-2.164, 2.557, -1.127], [-2.208, 1.828, 0.134], [-3.376, 2.061, 0.746], [-4.319, 2.573, 0.226], [-3.388, 1.615, 2.005], [-2.259, 0.779, 2.448], [-2.153, 3.639, -0.974], [-2.950, 2.232, -1.794], [-1.233, 2.286, -1.630], [-1.344, 1.345, 2.640], [-2.179, 0.064, 1.670], [-2.577, 0.339, 3.409], [0.993, -2.800, 1.948], [1.419, -2.567, 3.290], [0.644, -1.737, 3.954], [-0.228, -1.116, 3.457], [1.097, -1.567, 5.186], [0.353, -0.662, 5.975], [1.141, -2.008, 1.252], [-0.079, -2.922, 1.977], [1.430, -3.738, 1.628], [0.849, -0.749, 6.926], [-0.696, -0.912, 5.851], [0.479, 0.352, 5.616], [3.455, -3.117, -0.723], [4.554, -3.548, -1.465], [4.264, -4.549, -2.251], [3.173, -4.934, -2.556], [5.355, -5.089, -2.660], [5.158, -6.280, -3.341], [3.818, -2.470, 0.085], [2.858, -3.921, -0.343], [2.792, -2.464, -1.313], [4.571, -6.949, -2.725], [6.158, -6.719, -3.498], [4.635, -6.144, -4.312], [-3.275, 6.424, 2.745], [-1.876, 6.327, 2.766], [-1.363, 5.824, 1.601], [-2.000, 5.630, 0.631], [-0.125, 5.431, 1.877], [0.452, 4.594, 0.894], [-3.741, 5.467, 2.575], [-3.560, 7.138, 1.986], [-3.630, 6.759, 3.722], [1.524, 4.518, 1.119], [0.329, 4.974, -0.067], [0.025, 3.582, 0.895], [0.085, -0.174, -0.942], [0.453, 0.628, 0.131], [1.655, 0.501, 0.578], [2.555, -0.181, 0.059], [1.740, 1.005, 1.775], [2.929, 0.804, 2.568], [-0.918, 0.100, -1.290], [-0.052, -1.194, -0.534], [0.830, -0.234, -1.721], [2.645, 1.070, 3.591], [3.801, 1.398, 2.343], [3.125, -0.265, 2.513], [-1.419, -2.870, -3.622], [-0.569, -3.963, -3.500], [-0.391, -4.469, -2.323], [-0.798, -3.989, -1.287], [0.275, -5.590, -2.455], [0.753, -6.219, -1.333], [-1.591, -2.607, -4.654], [-0.976, -2.008, -3.124], [-2.398, -3.084, -3.174], [0.014, -6.590, -0.640], [1.412, -5.537, -0.829], [1.408, -7.029, -1.689], [-3.259, -3.154, 0.561], [-4.469, -4.315, -0.350], [-3.834, -2.745, 2.333], [-3.223, -1.520, -0.459], [-2.260, -3.576, 0.630], [3.923, 6.222, 4.614], [2.200, 6.845, 4.039], [4.126, 4.620, 3.588], [4.005, 5.973, 6.439], [4.668, 6.963, 4.355], [-0.584, 4.130, 5.970], [-2.308, 3.468, 5.573], [0.617, 3.297, 4.774], [-0.128, 3.850, 7.805], [-0.671, 5.220, 5.809], [3.513, 1.932, -1.983], [1.902, 2.489, -2.823], [3.757, 3.029, -0.409], [5.047, 2.253, -3.076], [3.521, 0.874, -1.743], [2.298, -3.227, -5.028], [2.180, -1.467, -4.293], [4.001, -3.392, -5.756], [1.065, -3.459, -6.459], [2.075, -4.042, -4.285]],
  "forces_ev_per_angstrom": [[-0.21, 0.26, 0.10], [-1.05, -0.20, 0.34], [-0.28, 0.17, -0.50], [2.50, 0.53, 0.29], [-1.39, 1.39, -0.51], [0.40, -0.29, -0.42], [-0.32, -0.24, -0.41], [0.53, 0.06, -0.16], [0.25, -0.54, 0.42], [0.09, -0.66, 0.17], [0.23, -0.09, 0.76], [-0.69, -0.40, -0.05], [1.01, -0.32, -0.31], [0.12, 0.95, -0.95], [0.17, -0.77, 0.87], [-0.64, 0.48, -0.05], [0.48, 0.09, 0.28], [-1.03, 0.78, 0.76], [-0.34, -0.24, 0.19], [-0.40, 0.12, 0.13], [0.07, -0.10, 0.37], [-0.16, 0.07, -0.40], [0.74, -0.94, -0.19], [0.01, 0.11, -0.63], [-1.09, -1.10, 0.47], [0.93, -0.73, -0.25], [1.70, 0.53, 0.33], [-2.29, 1.08, -0.67], [0.68, -0.99, -0.35], [0.08, 0.31, -0.47], [0.80, 0.78, -0.25], [-0.41, -0.26, -0.13], [0.30, 0.10, -0.03], [-0.64, -0.03, 0.67], [-0.16, 0.00, 0.82], [0.08, 0.30, -0.18], [-1.07, 2.27, 0.59], [0.54, 0.25, 0.41], [-0.30, 0.53, -0.03], [-1.50, -0.21, -0.02], [2.08, 0.09, -0.22], [0.44, -1.59, -1.45], [0.08, -0.39, -0.15], [-0.09, -0.57, 0.27], [0.19, -0.30, -0.03], [-0.15, -0.28, 0.02], [-0.50, 0.26, -0.03], [0.38, 0.04, 0.60], [-0.85, 0.55, 0.30], [1.23, -0.23, -0.41], [-0.04, -0.39, 3.29], [-0.64, -0.13, -2.05], [0.03, 0.36, -0.07], [1.04, -1.28, 0.90], [-0.09, -0.42, -0.37], [-0.42, 0.09, -0.19], [0.40, 0.16, -0.04], [-0.37, 0.10, 0.07], [-0.20, 0.87, -1.65], [-0.08, 0.18, 0.30], [-1.06, -2.14, -0.41], [-0.90, 1.72, 0.24], [2.62, -2.74, -0.19], [-1.14, 1.18, 0.30], [0.18, 1.76, 1.17], [-0.82, -0.87, 0.47], [0.60, 0.39, 0.00], [0.14, 0.17, -0.36], [0.09, 0.31, -0.27], [-0.20, -0.12, -0.22], [0.02, 0.19, -0.84], [0.48, 0.07, 0.14], [-1.21, 1.36, 0.74], [0.53, -0.56, -1.98], [-0.46, 0.15, 1.44], [0.19, -0.10, 0.26], [-0.46, -0.14, -1.67], [1.64, -0.91, 0.94], [0.38, -0.32, -0.39], [-0.16, 0.11, 0.07], [0.26, 0.07, 0.07], [-0.53, -0.06, -0.02], [0.25, 0.31, 0.60], [-0.49, 0.14, 0.12], [-0.02, 0.55, -0.11], [-0.02, -0.61, 0.03], [-0.09, -0.16, 0.47], [0.31, 0.15, -0.09], [-0.21, -0.02, -0.37], [-0.55, 0.31, -1.31], [-0.50, 0.80, 0.10], [0.88, -0.64, -0.15], [0.12, -0.35, 1.57], [0.00, -0.19, -0.30], [-0.40, 1.00, 0.01], [-1.14, -0.31, -0.04], [0.80, 0.01, -0.37], [0.19, -0.01, 0.26], [0.57, -0.72, -0.04], [0.62, 0.51, 0.17], [-0.43, -0.29, -0.34], [-0.08, -0.23, 0.47], [0.27, -0.16, -0.57], [-0.35, 0.19, 0.26], [-0.96, -0.82, 0.67], [-0.45, 0.28, 0.60], [1.73, -0.57, -0.25], [-0.84, -0.06, -0.41], [0.43, 1.18, -0.57]]
}

2.
{
  "formula": "C26H47Cl3F12N8O2P2",
  "method": "ωB97M-V with the def2-TZVPD basis set",
  "orbital_gap_ha": 0.1742,
  "e_homo_ev": -2.61,
  "total_charge": -2,
  "energy_ev": -132510.269,
  "elements": ["C", "C", "N", "C", "C", "N", "C", "C", "H", "H", "H", "H", "H", "H", "H", "H", "H", "H", "H", "C", "C", "N", "C", "C", "N", "C", "C", "H", "H", "H", "H", "H", "H", "H", "H", "H", "H", "H", "C", "C", "N", "C", "C", "N", "C", "C", "H", "H", "H", "H", "H", "H", "H", "H", "H", "H", "H", "C", "C", "N", "C", "C", "N", "C", "C", "H", "H", "H", "H", "H", "H", "H", "H", "H", "H", "H", "C", "C", "O", "O", "H", "H", "H", "Cl", "Cl", "Cl", "P", "F", "F", "F", "F", "F", "F", "P", "F", "F", "F", "F", "F", "F"],
  "positions_angstrom": [[-0.260, -1.664, -6.439], [0.318, -2.303, -5.159], [1.561, -1.736, -4.664], [1.923, -0.412, -4.601], [3.080, -0.326, -3.889], [3.398, -1.594, -3.497], [2.492, -2.431, -3.997], [4.439, -1.879, -2.508], [-0.873, -0.847, -6.056], [-0.878, -2.345, -7.016], [0.511, -1.200, -7.052], [0.475, -3.369, -5.312], [-0.469, -2.188, -4.413], [1.284, 0.343, -5.027], [3.630, 0.580, -3.681], [2.407, -3.450, -3.655], [4.312, -1.243, -1.637], [5.417, -1.803, -2.977], [4.376, -2.894, -2.115], [-6.071, -3.684, 1.115], [-4.794, -3.480, 0.291], [-4.730, -2.335, -0.596], [-4.308, -2.449, -1.901], [-4.061, -1.201, -2.396], [-4.438, -0.332, -1.407], [-4.749, -1.014, -0.332], [-4.612, 1.085, -1.533], [-6.971, -3.965, 0.561], [-6.290, -2.797, 1.704], [-5.898, -4.565, 1.733], [-4.397, -4.335, -0.254], [-4.010, -3.338, 1.031], [-4.086, -3.408, -2.336], [-3.728, -0.832, -3.349], [-4.987, -0.578, 0.629], [-4.764, 1.469, -0.520], [-5.476, 1.332, -2.145], [-3.663, 1.513, -1.852], [-0.863, -0.269, 5.381], [-0.743, 0.420, 4.043], [0.668, 0.518, 3.630], [1.340, 1.670, 3.249], [2.611, 1.269, 2.991], [2.725, -0.064, 3.259], [1.514, -0.501, 3.593], [3.860, -0.910, 2.909], [-0.213, 0.129, 6.160], [-0.708, -1.346, 5.361], [-1.909, -0.120, 5.660], [-1.038, 1.468, 4.067], [-1.257, -0.041, 3.200], [0.884, 2.645, 3.212], [3.482, 1.862, 2.729], [1.270, -1.516, 3.861], [4.580, -0.858, 3.730], [4.373, -0.547, 2.025], [3.589, -1.961, 2.851], [-0.521, -2.283, -1.003], [-0.832, -1.153, -0.012], [0.196, -0.114, -0.049], [1.569, -0.281, -0.010], [2.168, 0.954, -0.085], [1.141, 1.856, -0.028], [-0.024, 1.239, -0.047], [1.274, 3.303, -0.032], [-1.414, -2.908, -1.108], [0.209, -2.988, -0.599], [-0.265, -1.943, -2.006], [-0.951, -1.438, 1.033], [-1.795, -0.744, -0.317], [1.917, -1.305, -0.012], [3.215, 1.211, -0.017], [-0.934, 1.815, -0.151], [2.287, 3.573, 0.269], [0.654, 3.782, 0.722], [1.134, 3.702, -1.033], [4.488, 5.248, 1.861], [4.019, 4.327, 2.991], [2.847, 4.380, 3.442], [4.886, 3.472, 3.361], [5.200, 5.967, 2.266], [3.578, 5.807, 1.614], [4.858, 4.688, 1.008], [3.356, -3.846, 0.156], [-3.113, 2.139, 1.605], [5.208, 2.104, -1.773], [-1.876, -3.742, 3.262], [-2.755, -2.712, 2.346], [-2.438, -2.976, 4.558], [-3.199, -4.716, 3.295], [-1.070, -4.820, 4.151], [-1.380, -4.491, 1.917], [-0.566, -2.788, 3.236], [-0.049, 6.814, -1.618], [1.086, 5.743, -2.023], [-0.798, 5.699, -0.673], [0.910, 7.226, -0.375], [-1.155, 7.887, -1.151], [0.544, 7.884, -2.699], [-0.886, 6.255, -2.933]],
  "forces_ev_per_angstrom": [[0.55, 0.91, 1.01], [-0.67, -0.57, -0.68], [0.47, -0.20, 0.19], [-0.26, 0.21, -0.13], [-0.81, 0.65, -0.67], [-0.21, 0.13, 0.02], [-0.04, -0.11, 1.10], [0.64, -0.95, 0.15], [-0.23, 0.10, -0.55], [0.07, -0.11, 0.05], [0.02, -0.29, -0.19], [0.17, 0.01, 0.13], [0.26, -0.17, 0.36], [0.25, 0.12, -0.05], [0.46, -0.08, 0.58], [0.04, -0.11, -0.30], [0.15, 0.37, -0.27], [-0.01, 0.56, 0.07], [-0.55, -0.10, -0.13], [-0.09, -0.54, -0.93], [0.39, -0.32, 1.60], [0.48, 1.13, -1.25], [0.75, 0.05, -0.47], [-0.76, -0.50, 0.08], [0.15, -0.51, -0.22], [-0.80, -1.00, 1.32], [0.48, 1.10, 0.92], [0.12, 0.35, -0.40], [0.08, -0.12, 0.25], [0.23, 0.36, 0.43], [-0.67, -0.14, -0.27], [0.08, 0.18, 0.08], [-0.15, -0.01, 0.02], [-0.03, -0.16, -0.04], [0.05, 0.10, -0.05], [0.12, 0.18, -0.05], [0.21, -0.09, -0.28], [-0.28, 0.23, -0.31], [-0.89, -0.25, 0.12], [1.12, 0.58, -0.46], [0.32, 0.03, -0.16], [0.17, -0.80, 0.10], [0.85, 1.20, 0.08], [-0.80, -0.23, -0.97], [-0.08, -0.53, 0.52], [0.81, -0.05, 1.16], [-0.01, 0.38, -0.20], [0.03, 0.02, -0.34], [0.07, -0.12, 0.36], [-0.46, -0.15, 0.16], [-0.41, -0.18, 0.38], [0.10, 0.03, 0.05], [-0.01, 0.15, 0.14], [-0.05, -0.01, -0.15], [0.06, 0.18, -0.05], [-0.33, -0.08, -0.20], [-0.36, 0.12, -0.50], [-0.36, -0.86, 0.99], [-0.02, -0.05, -0.55], [-0.14, 2.57, -0.03], [-0.18, -0.42, -0.65], [-0.47, -1.35, 1.06], [0.09, 0.10, -0.40], [0.08, -0.92, -0.27], [1.01, 0.93, 0.17], [-0.13, 0.15, 0.04], [0.42, 0.26, -0.24], [0.24, 0.29, 0.12], [0.05, -0.60, -0.16], [0.17, 0.64, 0.16], [0.61, 0.05, 0.13], [0.01, 0.28, -0.37], [-0.36, -0.49, 0.46], [0.09, -0.30, -0.12], [-0.47, -0.21, -0.29], [-0.31, 0.08, 0.12], [-1.64, 0.63, 0.65], [0.84, -1.60, 0.43], [0.02, 0.39, -0.46], [-0.28, 0.16, -0.06], [0.30, -0.17, -0.20], [0.30, 0.16, -0.51], [0.23, 0.03, 0.06], [-0.19, 0.25, -0.29], [-0.12, -0.58, -0.40], [-0.38, -0.52, -0.22], [-0.38, -1.33, 0.36], [0.48, 0.61, -0.32], [0.28, -0.01, 0.25], [0.12, 0.01, -0.07], [-0.18, 0.32, 0.11], [-0.04, 0.29, -0.16], [-0.36, 0.26, -0.29], [-0.03, -0.90, -0.48], [0.44, -0.39, -0.13], [0.27, 0.19, -0.43], [-0.34, 0.61, -0.55], [-0.10, -0.01, -0.46], [0.63, 0.44, 1.09], [-0.97, 0.04, 0.77]]
}